Record 1
Density functional theory data (wB97M-V/def2-TZVPD) for a cluster of 2 separate species, C4H14N2O2 in total in a non-equilibrium geometry.

Properties
Calculated total energy ... -11449.529 eV
Total charge ... 0
Kohn-Sham gap ... 9.52 eV
2S+1 ... 1
Largest force on an atom ... 0.0285 Eh/bohr
SMILES string ... NCC[C@@H](N)CO.O

Each atom is followed by the atoms it is bonded to, with distances in Å.
Geometry (Å):
1 N 1.59 0.15 1.81  C2 1.465, H8 1.011, H9 0.983
2 C 1.63 -0.08 0.36  N1 1.465, C3 1.535, H10 1.080, H11 1.097
3 C 0.53 -1.03 -0.12  C2 1.535, C4 1.557, H12 1.085, H13 1.102
4 C -0.37 -0.55 -1.30  C3 1.557, N5 1.469, C6 1.537, H14 1.082
5 N -0.79 -1.69 -2.13  C4 1.469, H15 1.040, H16 1.020
6 C -1.68 0.15 -0.91  C4 1.537, O7 1.428, H17 1.083, H18 1.097
7 O -1.64 1.56 -0.68  C6 1.428, H19 0.972
8 H 1.90 -0.62 2.39  N1 1.011
9 H 2.18 0.90 2.03  N1 0.983
10 H 1.63 0.88 -0.14  C2 1.080
11 H 2.58 -0.57 0.09  C2 1.097
12 H 1.05 -1.85 -0.61  C3 1.085
13 H -0.13 -1.43 0.67  C3 1.102
14 H 0.16 0.13 -1.94  C4 1.082
15 H -1.28 -2.45 -1.63  N5 1.040
16 H -0.08 -2.02 -2.78  N5 1.020
17 H -2.41 0.06 -1.71  C6 1.083
18 H -1.98 -0.33 0.02  C6 1.097
19 H -1.08 1.80 0.08  O7 0.972
20 O -0.99 2.37 2.07  H21 0.984, H22 0.978
21 H -0.51 1.56 2.36  O20 0.984
22 H -0.31 3.07 2.08  O20 0.978

Löwdin atomic charge list, values in e, 4 entries: -0.01, -0.26, -0.15, -0.39

Record 2
Density functional theory data (wB97M-V/def2-TZVPD) for a cluster of 2 separate species, C4H14N2O2 in total in a non-equilibrium geometry.

Properties
Calculated total energy ... -11440.879 eV
Total charge ... +1
Kohn-Sham gap (alpha / beta) ... 10.28 / 5.39 eV
2S+1 ... 2
Largest force on an atom ... 0.0421 Eh/bohr

Each atom is followed by the atoms it is bonded to, with distances in Å.
Geometry (Å):
1 N -0.79 0.14 -2.71  C2 1.451, H9 1.014, H10 1.010
2 C -0.76 0.63 -1.34  N1 1.451, C3 1.527, H11 1.104, H12 1.100
3 C 0.67 1.08 -1.02  C2 1.527, N4 1.455, H13 1.088, H14 1.099
4 N 0.80 1.83 0.22  C3 1.455, C5 1.441, H15 1.021
5 C 0.51 1.40 1.56  N4 1.441, C6 1.557, H16 1.084, H17 1.094
6 C -0.98 1.16 1.95  C5 1.557, O7 1.397, H18 1.079, H19 1.096
7 O -1.56 2.27 2.56  C6 1.397, H8 0.966
8 H -1.05 2.51 3.35  O7 0.966
9 H -0.03 -0.52 -2.85  N1 1.014
10 H -1.64 -0.39 -2.85  N1 1.010
11 H -1.44 1.49 -1.27  C2 1.104
12 H -1.24 -0.06 -0.63  C2 1.100
13 H 0.87 1.78 -1.82  C3 1.088
14 H 1.44 0.30 -1.05  C3 1.099
15 H 0.62 2.82 0.06  N4 1.021
16 H 0.97 2.16 2.19  C5 1.084
17 H 1.07 0.47 1.68  C5 1.094
18 H -1.53 1.00 1.03  C6 1.079
19 H -1.09 0.22 2.50  C6 1.096
20 H 1.32 -6.24 -0.09  O22 0.963
21 H 2.35 -6.99 -0.93  O22 0.966
22 O 1.47 -7.08 -0.54  H20 0.963, H21 0.966

Löwdin atomic charge list, values in e, 4 entries: 0.02, -0.28, -0.13, 0.15

Record 3
Density functional theory data (wB97M-V/def2-TZVPD) for a cluster of 3 separate species, C4H14N2O3 in total in a non-equilibrium geometry.

Properties
Calculated total energy ... -13497.630 eV
Total charge ... 0
Kohn-Sham gap ... 9.41 eV
2S+1 ... 1
Largest force on an atom ... 0.0217 Eh/bohr
SMILES string ... NCC[C@@H](N)C=O.O.O

Each atom is followed by the atoms it is bonded to, with distances in Å.
Geometry (Å):
1 N 0.46 -0.43 -2.37  C2 1.449, H8 1.002, H9 1.007
2 C -0.40 0.59 -1.80  N1 1.449, C3 1.531, H10 1.086, H11 1.101
3 C -1.39 -0.01 -0.81  C2 1.531, C4 1.559, H12 1.087, H13 1.086
4 C -0.84 -0.20 0.64  C3 1.559, N5 1.445, C6 1.516, H14 1.084
5 N -0.37 1.00 1.27  C4 1.445, H15 1.013, H16 1.012
6 C -2.04 -0.76 1.38  C4 1.516, O7 1.207, H17 1.111
7 O -2.86 -0.04 1.90  C6 1.207
8 H 1.00 -0.12 -3.15  N1 1.002
9 H 1.07 -0.86 -1.69  N1 1.007
10 H -0.93 1.08 -2.61  C2 1.086
11 H 0.18 1.40 -1.32  C2 1.101
12 H -1.66 -1.00 -1.18  C3 1.087
13 H -2.29 0.61 -0.76  C3 1.086
14 H -0.06 -0.95 0.55  C4 1.084
15 H -0.98 1.43 1.95  N5 1.013
16 H -0.15 1.72 0.59  N5 1.012
17 H -2.15 -1.87 1.40  C6 1.111
18 O 2.20 0.26 2.10  H19 0.964, H20 0.983
19 H 2.73 1.05 2.26  O18 0.964
20 H 1.29 0.61 1.98  O18 0.983
21 O 2.06 -1.23 -0.31  H22 0.963, H23 0.976
22 H 2.96 -1.53 -0.52  O21 0.963
23 H 2.18 -0.74 0.52  O21 0.976

Löwdin atomic charge list, values in e, 4 entries: 0.00, -0.28, -0.14, -0.35

Record 4
Density functional theory data (wB97M-V/def2-TZVPD) for a cluster of 2 separate species, C4H14N3 in total in a non-equilibrium geometry.

Properties
Calculated total energy ... -8842.873 eV
Total charge ... 0
Kohn-Sham gap (alpha / beta) ... 5.03 / 9.71 eV
2S+1 ... 2
Largest force on an atom ... 0.0365 Eh/bohr

Each atom is followed by the atoms it is bonded to, with distances in Å.
Geometry (Å):
1 C 0.21 -1.87 1.79  N3 1.434, H11 1.087, H12 1.086, H13 1.098
2 C -1.09 -1.01 -0.08  N3 1.404, N4 1.405, N5 1.399
3 N -0.45 -0.77 1.15  C1 1.434, C2 1.404, H6 1.002
4 N -1.41 -2.29 -0.56  C2 1.405, H7 0.983, H8 1.007
5 N -1.49 0.05 -0.90  C2 1.399, H9 0.990, H10 1.006
6 H -0.33 0.19 1.43  N3 1.002
7 H -1.64 -2.92 0.16  N4 0.983
8 H -1.01 -2.59 -1.43  N4 1.007
9 H -1.40 0.99 -0.61  N5 0.990
10 H -2.26 -0.22 -1.49  N5 1.006
11 H -0.46 -2.71 1.97  C1 1.087
12 H 0.65 -1.61 2.75  C1 1.086
13 H 1.05 -2.22 1.18  C1 1.098
14 C 0.70 2.64 -0.80  C15 1.518, H16 1.099, H17 1.095, H18 1.091
15 C 1.71 1.57 -0.45  C14 1.518, H19 1.094, H20 1.090, H21 1.088
16 H 0.23 2.51 -1.78  C14 1.099
17 H -0.23 2.80 -0.23  C14 1.095
18 H 1.23 3.59 -0.86  C14 1.091
19 H 2.48 1.49 -1.22  C15 1.094
20 H 1.32 0.55 -0.48  C15 1.090
21 H 2.21 1.83 0.48  C15 1.088

Löwdin atomic charge list, values in e, 4 entries: -0.13, -0.49, -0.06, 0.07

Record 5
Density functional theory data (wB97M-V/def2-TZVPD) for a cluster of 2 separate species, C4H14N3 in total in a non-equilibrium geometry.

Properties
Calculated total energy ... -8837.702 eV
Total charge ... +1
Kohn-Sham gap ... 11.24 eV
2S+1 ... 1
Largest force on an atom ... 0.1725 Eh/bohr

Each atom is followed by the atoms it is bonded to, with distances in Å.
Geometry (Å):
1 C -0.68 2.53 -1.36  C2 1.616, H3 1.187, H4 1.026, H5 1.148
2 C -0.11 2.50 0.16  C1 1.616, H6 1.138, H7 1.140, H8 1.133
3 H -1.47 1.73 -1.72  C1 1.187
4 H -1.17 3.44 -1.37  C1 1.026
5 H 0.30 2.39 -1.94  C1 1.148
6 H 0.90 1.98 0.20  C2 1.138
7 H -0.80 2.18 1.01  C2 1.140
8 H -0.02 3.63 0.19  C2 1.133
9 C 0.55 -1.41 -1.42  N11 1.473, H19 1.043, H20 1.163, H21 1.136
10 C 0.06 -1.64 1.07  N11 1.281, N12 1.412, N13 1.362
11 N -0.15 -1.82 -0.18  C9 1.473, C10 1.281, H14 1.066
12 N 1.05 -0.76 1.53  C10 1.412, H15 0.983, H16 0.887
13 N -0.81 -2.22 1.94  C10 1.362, H17 0.988, H18 0.966
14 H -0.93 -2.45 -0.54  N11 1.066
15 H 1.63 -0.26 0.91  N12 0.983
16 H 1.41 -1.02 2.30  N12 0.887
17 H -1.46 -2.94 1.75  N13 0.988
18 H -0.56 -2.10 2.86  N13 0.966
19 H 0.42 -2.06 -2.22  C9 1.043
20 H 1.70 -1.27 -1.35  C9 1.163
21 H 0.13 -0.43 -1.81  C9 1.136

Löwdin atomic charge list, values in e, 4 entries: -0.17, -0.17, 0.09, 0.01

Record 6
Density functional theory data (wB97M-V/def2-TZVPD) for the ion C4H14N3 with charge +1 in a non-equilibrium geometry.

Properties
Calculated total energy ... -8835.608 eV
Total charge ... +1
Kohn-Sham gap ... 11.83 eV
2S+1 ... 1
Largest force on an atom ... 0.0923 Eh/bohr
SMILES string ... CCC[N+](C)(N)N

Each atom is followed by the atoms it is bonded to, with distances in Å.
Geometry (Å):
1 C 2.19 -0.52 0.37  C2 1.579, H8 1.057, H9 1.063, H10 1.089
2 C 1.42 0.80 -0.04  C1 1.579, C3 1.532, H11 1.093, H12 1.100
3 C 0.07 0.73 -0.77  C2 1.532, N4 1.444, H13 1.160, H14 1.079
4 N -0.93 -0.05 -0.08  C3 1.444, C5 1.495, N6 1.369, N7 1.488
5 C -2.26 0.37 -0.63  N4 1.495, H15 0.986, H16 1.074, H17 1.087
6 N -0.69 -1.38 -0.23  N4 1.369, H18 1.052, H19 1.000
7 N -0.85 0.33 1.36  N4 1.488, H20 1.034, H21 1.000
8 H 1.63 -0.87 1.19  C1 1.057
9 H 2.23 -1.14 -0.49  C1 1.063
10 H 3.15 -0.17 0.75  C1 1.089
11 H 2.25 1.28 -0.58  C2 1.093
12 H 1.21 1.37 0.87  C2 1.100
13 H -0.30 1.81 -0.95  C3 1.160
14 H 0.31 0.35 -1.75  C3 1.079
15 H -2.88 -0.39 -0.48  C5 0.986
16 H -2.67 1.14 0.00  C5 1.074
17 H -2.20 0.51 -1.71  C5 1.087
18 H 0.05 -1.56 -0.95  N6 1.052
19 H -0.61 -1.94 0.60  N6 1.000
20 H -0.17 -0.15 1.97  N7 1.034
21 H -1.76 0.44 1.76  N7 1.000

Löwdin atomic charge list, values in e, 4 entries: -0.07, -0.21, -0.17, -0.38

Record 7
Density functional theory data (wB97M-V/def2-TZVPD) for a cluster of 2 separate species, C4H14N3 in total.

Properties
Calculated total energy ... -8839.052 eV
Total charge ... +1
Kohn-Sham gap ... 8.90 eV
2S+1 ... 1
Largest force on an atom ... 0.0080 Eh/bohr

Each atom is followed by the atoms it is bonded to, with distances in Å.
Geometry (Å):
1 C -1.79 2.36 1.22  C2 1.518, H4 1.086, H5 1.087, H6 1.085
2 C -0.45 1.64 1.15  C1 1.518, N3 1.495, H7 1.082, H8 1.090
3 N -0.65 0.17 0.98  C2 1.495, H9 1.022, H10 1.066, H11 1.022
4 H -1.60 3.42 1.37  C1 1.086
5 H -2.33 2.23 0.28  C1 1.087
6 H -2.39 2.00 2.05  C1 1.085
7 H 0.12 1.99 0.29  C2 1.082
8 H 0.13 1.77 2.06  C2 1.090
9 H -1.30 -0.19 1.69  N3 1.022
10 H 0.25 -0.39 1.01  N3 1.066
11 H -1.04 -0.05 0.06  N3 1.022
12 C 1.11 -1.85 -0.66  C13 1.327, N15 1.436, H16 1.083
13 C 0.95 -1.08 -1.73  C12 1.327, N14 1.401, H17 1.082
14 N 0.22 -1.42 -2.88  C13 1.401, H18 1.011, H19 1.013
15 N 1.64 -1.35 0.58  C12 1.436, H20 1.015, H21 1.018
16 H 0.76 -2.87 -0.64  C12 1.083
17 H 1.34 -0.07 -1.74  C13 1.082
18 H -0.11 -2.38 -2.87  N14 1.011
19 H 0.73 -1.26 -3.74  N14 1.013
20 H 2.10 -2.07 1.12  N15 1.015
21 H 2.31 -0.60 0.41  N15 1.018

Löwdin atomic charge list, values in e, 4 entries: -0.07, -0.21, 0.15, 0.09

Record 8
Density functional theory data (wB97M-V/def2-TZVPD) for a cluster of 2 separate species, C4H14N3 in total in a non-equilibrium geometry.

Properties
Calculated total energy ... -8839.192 eV
Total charge ... +1
Kohn-Sham gap ... 10.68 eV
2S+1 ... 1
Largest force on an atom ... 0.0894 Eh/bohr

Each atom is followed by the atoms it is bonded to, with distances in Å.
Geometry (Å):
1 N 1.35 -3.56 -0.96  C2 1.360, H4 0.947, H5 1.039
2 C 0.02 -3.33 -0.84  N1 1.360, N3 1.302, H6 1.105
3 N -0.56 -2.23 -1.24  C2 1.302, H7 1.029
4 H 1.64 -4.45 -1.11  N1 0.947
5 H 1.89 -2.84 -1.48  N1 1.039
6 H -0.56 -4.18 -0.44  C2 1.105
7 H -1.58 -2.29 -1.13  N3 1.029
8 C -0.43 0.97 0.31  C9 1.504, N11 1.492, H12 1.101, H13 1.096
9 C 0.14 2.31 0.69  C8 1.504, C10 1.573, H14 1.098, H15 1.078
10 C -0.98 3.39 0.93  C9 1.573, H16 1.072, H17 1.052, H18 1.123
11 N 0.59 -0.11 0.14  C8 1.492, H19 1.073, H20 1.033, H21 1.056
12 H -1.13 0.58 1.06  C8 1.101
13 H -0.99 1.03 -0.63  C8 1.096
14 H 0.80 2.70 -0.10  C9 1.098
15 H 0.76 2.10 1.55  C9 1.078
16 H -1.57 3.50 0.04  C10 1.072
17 H -1.53 3.15 1.79  C10 1.052
18 H -0.35 4.30 1.12  C10 1.123
19 H 1.44 0.26 -0.40  N11 1.073
20 H 0.91 -0.40 1.08  N11 1.033
21 H 0.12 -0.90 -0.37  N11 1.056

Löwdin atomic charge list, values in e, 4 entries: 0.11, -0.31, 0.02, 0.06

Record 9
Density functional theory data (wB97M-V/def2-TZVPD) for a cluster of 2 separate species, C4H14N3 in total in a non-equilibrium geometry.

Properties
Calculated total energy ... -8838.120 eV
Total charge ... +1
Kohn-Sham gap ... 11.82 eV
2S+1 ... 1
Largest force on an atom ... 0.0894 Eh/bohr

Each atom is followed by the atoms it is bonded to, with distances in Å.
Geometry (Å):
1 C -0.91 -1.57 1.46  N3 1.469, H11 1.129, H12 1.104, H13 1.052
2 C 1.01 -1.18 0.06  N3 1.299, N4 1.414, N5 1.363
3 N 0.02 -1.95 0.39  C1 1.469, C2 1.299, H6 1.043
4 N 1.35 0.11 0.52  C2 1.414, H7 0.995, H8 1.001
5 N 1.92 -1.60 -0.87  C2 1.363, H9 0.987, H10 0.983
6 H -0.20 -2.90 0.04  N3 1.043
7 H 1.00 0.29 1.44  N4 0.995
8 H 1.47 0.93 -0.05  N4 1.001
9 H 2.03 -2.56 -1.08  N5 0.987
10 H 2.37 -0.92 -1.41  N5 0.983
11 H -1.78 -1.19 0.84  C1 1.129
12 H -0.79 -0.61 2.00  C1 1.104
13 H -1.02 -2.35 2.15  C1 1.052
14 C -0.21 2.46 -0.74  C15 1.590, H16 1.182, H17 1.115, H18 1.089
15 C -1.38 1.40 -0.54  C14 1.590, H19 1.099, H20 1.077, H21 1.066
16 H 0.45 2.37 -1.71  C14 1.182
17 H -0.66 3.45 -0.96  C14 1.115
18 H 0.43 2.41 0.14  C14 1.089
19 H -1.82 1.20 -1.53  C15 1.099
20 H -2.27 1.71 -0.02  C15 1.077
21 H -1.01 0.49 -0.14  C15 1.066

Löwdin atomic charge list, values in e, 4 entries: -0.03, -0.37, 0.07, 0.17

Record 10
Density functional theory data (wB97M-V/def2-TZVPD) for a cluster of 2 separate species, C4H14N3 in total in a non-equilibrium geometry.

Properties
Calculated total energy ... -8839.359 eV
Total charge ... +1
Kohn-Sham gap ... 11.79 eV
2S+1 ... 1
Largest force on an atom ... 0.0410 Eh/bohr

Each atom is followed by the atoms it is bonded to, with distances in Å.
Geometry (Å):
1 C -2.03 -1.72 -0.05  C2 1.520, H3 1.084, H4 1.089, H5 1.106
2 C -2.06 -0.88 1.22  C1 1.520, H6 1.089, H7 1.099, H8 1.088
3 H -1.62 -2.72 0.06  C1 1.084
4 H -2.95 -1.58 -0.60  C1 1.089
5 H -1.32 -1.29 -0.78  C1 1.106
6 H -1.27 -0.14 1.32  C2 1.089
7 H -1.99 -1.52 2.10  C2 1.099
8 H -3.06 -0.48 1.38  C2 1.088
9 C 0.32 1.85 -1.42  N12 1.487, H19 1.085, H20 1.084, H21 1.086
10 C 1.58 0.36 0.08  N11 1.330, N12 1.330, N13 1.339
11 N 1.92 -0.88 0.42  C10 1.330, H14 1.003, H15 0.988
12 N 0.71 0.51 -0.92  C9 1.487, C10 1.330, H16 0.999
13 N 2.16 1.42 0.66  C10 1.339, H17 0.988, H18 1.005
14 H 1.36 -1.63 0.04  N11 1.003
15 H 2.69 -1.11 0.98  N11 0.988
16 H 0.57 -0.29 -1.50  N12 0.999
17 H 2.15 2.23 0.10  N13 0.988
18 H 2.25 1.51 1.66  N13 1.005
19 H -0.18 1.71 -2.38  C9 1.085
20 H 1.21 2.43 -1.64  C9 1.084
21 H -0.43 2.21 -0.73  C9 1.086

Löwdin atomic charge list, values in e, 4 entries: -0.16, -0.16, 0.07, 0.07